55
Properties=species:S:1:pos:R:3:forces:R:3:mulliken_charge:R:1 method="wB97M-V/def2-TZVPD" e_lumo_ev=4.023 homo_ev=-2.43 relative_energy_ev=0.000 total_charge=-2 orbital_gap_ev=6.46
Pd -2.236592 0.666462 -1.453750 1.1202 0.4616 -0.3505 0.767
N -3.013705 0.416088 -4.772910 0.1338 -0.0210 0.0247 -0.134
C -4.066661 0.602507 -3.903725 -0.1500 0.1179 0.1641 0.405
N -5.333339 0.650241 -4.271586 0.0244 0.0133 -0.0240 -0.534
N -6.004568 0.845591 -3.110260 0.0579 0.0105 0.0194 -0.638
N -5.191469 0.910925 -2.115685 -0.0990 -0.0534 -0.1507 -0.473
N -3.936002 0.761315 -2.589920 0.0892 -0.2848 0.3160 0.161
C -1.712096 0.737880 -4.439473 0.1534 -0.1422 0.0760 0.339
N -0.783428 0.982209 -5.341755 0.2849 0.0847 -0.0031 -0.615
N 0.340552 1.194816 -4.611872 -0.0435 -0.0307 -0.1474 -0.807
N 0.102907 1.084914 -3.356346 -0.5002 -0.0691 -0.3025 0.350
N -1.211984 0.783090 -3.206445 -0.4278 -0.0151 0.3936 -0.006
H -3.232780 0.514979 -5.748981 -0.0168 0.0180 0.0071 0.282
Cl -2.152843 -0.371494 5.906805 0.0094 -0.0072 -0.0111 -0.331
C -2.496534 -0.075059 4.208460 -0.0296 0.0331 -0.0387 0.467
C -3.344492 0.940656 3.872795 0.0470 -0.0303 0.0088 -0.421
C -3.615078 1.210737 2.529379 0.0327 0.0343 -0.0510 -0.402
I -4.876038 2.802499 2.049403 0.0232 -0.0202 0.0099 -0.001
C -3.046772 0.494218 1.464517 -0.0963 0.1646 0.2475 0.712
O -3.292825 0.820116 0.262139 -0.3203 0.1105 -0.3696 -0.703
C -2.218921 -0.631769 1.844029 0.0391 -0.1728 0.4515 -0.178
N -1.774345 -1.427468 0.851896 -0.0937 -0.0965 -0.0702 -0.247
C -0.996362 -2.433413 1.142679 -0.1214 -0.2018 0.0673 -0.738
C -0.576852 -2.732067 2.455204 -0.1665 0.0191 0.1137 -0.502
C -1.044681 -1.967734 3.483979 0.0705 -0.0890 -0.0675 -0.931
C -1.914823 -0.890096 3.209185 -0.0194 0.0403 -0.0863 0.620
H -3.794772 1.549058 4.645474 -0.0018 -0.0093 0.0021 0.373
H -0.655834 -3.028824 0.304250 -0.0350 -0.0271 0.0802 0.685
H 0.105261 -3.554576 2.631129 -0.0452 0.0130 0.0013 0.443
H -0.760259 -2.168844 4.507902 0.0165 -0.0067 0.0163 0.344
S 0.832746 -1.971010 -1.560138 0.0165 -0.1478 -0.3408 -0.492
P 1.193054 -0.317211 -0.584041 0.1176 0.2393 -0.3246 1.280
S -0.212791 1.097683 -0.216825 -0.5029 0.0439 -0.0185 -0.349
C 2.626183 0.541577 -1.348724 0.0753 -0.0053 0.1494 0.389
C 2.552317 1.847003 -1.813200 0.0442 0.0526 0.0909 -0.184
C 3.677029 2.456351 -2.355370 0.0037 -0.0242 -0.0143 -0.639
C 4.877847 1.767203 -2.433757 -0.0037 0.0106 -0.0119 -0.338
C 4.953483 0.457937 -1.975148 0.0037 -0.0383 0.0055 -0.650
C 3.830611 -0.152140 -1.438657 0.0021 0.0467 -0.0227 -0.546
C 1.888643 -0.692514 1.070236 0.0786 -0.0105 0.0319 0.221
C 2.063007 0.321610 2.007584 -0.0086 0.0307 0.0670 -0.642
C 2.603473 0.039452 3.252157 -0.0225 0.0200 0.0029 -0.627
C 2.976667 -1.260317 3.571952 -0.0089 -0.0521 -0.0124 -0.431
C 2.808894 -2.272249 2.638569 0.0743 0.0452 -0.0079 -0.458
C 2.267414 -1.987349 1.391533 0.1299 -0.0180 0.0413 -0.460
H 1.606103 2.367212 -1.756510 0.0404 -0.0130 -0.0109 0.327
H 3.607807 3.470310 -2.730304 -0.0069 0.0021 -0.0003 0.347
H 5.752768 2.244332 -2.860285 0.0044 0.0032 -0.0033 0.343
H 5.886377 -0.089896 -2.041113 0.0059 -0.0005 -0.0001 0.359
H 3.878280 -1.178653 -1.093917 0.0103 -0.0073 -0.0068 0.328
H 1.751833 1.331051 1.764973 -0.0011 -0.0301 0.0098 0.379
H 2.721823 0.834138 3.978715 -0.0019 -0.0030 0.0107 0.386
H 3.386577 -1.483073 4.550008 0.0083 0.0012 0.0065 0.355
H 3.092711 -3.289836 2.880522 0.0000 -0.0146 0.0240 0.402
H 2.112479 -2.768571 0.655224 0.0058 0.0258 0.0077 0.411


16
Properties=species:S:1:pos:R:3:forces:R:3:mulliken_charge:R:1 method="wB97M-V/def2-TZVPD" e_lumo_ev=3.398 homo_ev=-5.13 smiles="[H]/N=C/C(=O)[C@@](Br)(OC)C(=O)[O-]" relative_energy_ev=1.802 total_charge=-1 orbital_gap_ev=8.53
H 1.280303 -2.946213 0.158236 1.4273 -0.6787 0.0740 0.282
N 0.385206 -2.915328 0.595956 -0.8745 0.8968 -0.8686 -0.710
C -0.268241 -2.255696 -0.282294 -1.5747 -1.1081 0.8248 0.038
C -1.698635 -1.797854 -0.063690 -1.6815 -0.8154 0.5767 0.334
O -2.766632 -2.427733 -0.098554 2.6808 0.6867 0.0023 -0.608
C -1.655736 -0.317416 0.012726 0.0719 2.5360 -1.6396 0.490
Br -3.419245 0.398753 0.505937 0.2700 0.0686 0.8030 -0.175
O -0.577785 0.245669 0.701734 -0.8842 -3.1603 1.0424 -0.401
C 0.088290 1.321176 0.164722 0.6327 1.5389 -0.3297 -0.629
C -1.505783 0.154707 -1.632026 1.0427 -2.6129 0.5036 0.505
O -2.473301 0.575931 -2.152430 -3.1240 2.0261 -1.0739 -0.617
O -0.446539 -0.210445 -2.152298 1.6180 -0.1216 0.0953 -0.730
H 0.016385 -1.872084 -1.257211 0.8282 -0.0518 -0.0121 0.412
H -0.629421 2.152182 0.347873 0.5992 0.2392 -1.3554 0.291
H 0.537290 1.081535 -0.865345 -1.0875 0.9021 1.4040 0.270
H 0.904294 1.565621 0.855509 0.0556 -0.3457 -0.0468 0.248


64
Properties=species:S:1:pos:R:3:forces:R:3:mulliken_charge:R:1 method="wB97M-V/def2-TZVPD" e_lumo_ev=0.109 homo_ev=-6.13 total_charge=0 orbital_gap_ev=6.24
O -0.260336 -1.466850 -2.516780 0.7467 0.0763 0.6294 -0.655
C 0.871954 -1.822287 -2.161051 1.0518 0.6129 -0.6404 0.008
C 1.155217 -3.198185 -1.629197 -0.5938 -0.2216 -0.6126 0.521
C 0.129424 -3.882014 -0.977633 0.1235 -0.7092 0.1269 -0.087
H -0.724864 -3.331921 -0.599561 0.0363 0.0602 -0.1457 0.374
C 0.183077 -5.271782 -0.840653 0.6869 -0.2995 -0.3815 -0.723
H -0.633650 -5.821848 -0.352778 0.4379 0.3103 -0.2024 0.371
C 1.274044 -5.984975 -1.396701 0.3096 0.4393 0.0386 -0.378
H 1.327128 -7.080661 -1.325653 -0.1516 0.5589 -0.0317 0.338
C 2.342481 -5.292148 -2.017614 -0.4975 0.0797 0.3164 -0.671
H 3.200819 -5.839431 -2.460645 -0.7116 0.4141 0.4608 0.342
C 2.276051 -3.889789 -2.106987 -0.0628 -0.4150 0.2057 -0.181
H 3.094441 -3.330511 -2.568410 -0.3068 -0.1403 -0.0359 0.323
H 1.816786 -1.366864 -2.628156 -1.1601 -0.3443 0.2974 0.187
C 2.991564 0.095918 -1.137108 1.4509 1.3912 0.7710 -1.482
C 1.975588 -0.634128 -0.377463 -0.4250 -4.0170 -2.0412 1.439
H 3.792233 -0.590609 -1.427300 0.0531 -0.0123 0.1207 0.366
H 3.458578 0.894265 -0.549835 0.4324 0.2336 -0.1496 0.327
H 2.658377 0.568430 -2.049191 -0.4779 0.0993 -0.2935 0.358
C 2.291153 -1.455969 0.628218 1.8789 -1.3806 -0.3264 -1.256
C 3.428642 -1.230906 1.598889 0.5693 0.2130 0.0312 -1.026
H 1.857124 -2.464547 0.734853 -0.6477 0.8774 0.2895 0.511
H 4.348748 -1.693231 1.202351 -0.1152 0.0734 0.3474 0.370
H 3.175463 -1.617772 2.590357 0.2193 -0.3095 -0.1954 0.335
H 3.626279 -0.150169 1.751010 0.2370 -0.6822 -0.2521 0.233
Lu 1.085502 0.565874 1.242010 -2.1300 0.5926 -0.6923 0.725
Cl 0.288864 -1.432863 2.574847 -0.1438 0.3889 0.7810 -0.588
Cl 2.829466 2.097926 1.924274 0.2389 0.8754 0.4091 -0.581
C -0.831598 1.573614 3.151416 0.0828 0.4546 -2.2850 0.175
O -0.686164 1.712141 1.898111 0.4112 -0.4382 1.2955 -0.710
N -1.660643 2.372264 3.760593 0.1943 -0.0459 -0.0548 0.333
C -2.288524 3.479581 3.065367 -0.3539 0.3626 0.1957 -0.962
C -1.755852 2.321699 5.181114 -0.1912 0.1621 0.6272 -0.914
H -0.277934 0.792185 3.706248 -0.4801 0.3345 0.0568 0.280
H -2.267646 3.391507 1.980932 0.1592 -0.3054 0.2454 0.233
H -1.811023 4.417324 3.355129 0.1280 -0.0050 -0.0208 0.347
H -3.317144 3.529551 3.406842 -0.2399 0.0367 -0.0519 0.365
H -1.378892 1.359367 5.527730 -0.0935 0.1275 0.1207 0.306
H -2.806190 2.435372 5.439031 0.0130 -0.0309 0.3846 0.303
H -1.162571 3.131609 5.612000 -0.1485 -0.0355 0.2337 0.340
H 0.719327 4.609799 -1.678772 0.2013 -0.2636 -0.2084 0.278
H 0.079304 3.604266 -4.466607 0.6093 -0.4152 0.1282 0.323
C 1.470237 3.833842 -1.906308 0.2216 -0.1045 -0.0997 -0.840
C 0.857731 2.876071 -4.141576 -0.4227 -0.1248 0.3208 -0.945
N 0.875266 2.734911 -2.676475 -0.3474 -0.0145 0.4921 0.257
H 1.871987 3.463495 -0.957695 0.0012 0.0311 -0.2964 0.232
C 0.303860 1.696057 -2.029838 1.2578 -0.1896 1.3356 -0.411
O 0.606028 1.396588 -0.831983 -1.7962 1.6674 -1.9602 0.030
H 0.638285 1.879888 -4.564961 0.1494 0.5785 -0.0045 0.335
H -0.398787 1.089972 -2.639640 0.5854 -0.0239 0.3828 0.522
H 2.270628 4.269836 -2.520896 -0.1947 -0.0604 0.3839 0.318
H 1.868744 3.219652 -4.452681 -0.7543 -0.3032 0.0500 0.327
N -5.191602 1.424333 -2.719664 1.2411 -1.0050 1.9762 -0.539
C -4.644028 0.939617 -1.805015 -1.3347 1.0314 -2.1598 -0.069
C -4.006878 0.346137 -0.671199 0.4846 -0.1143 0.0742 0.269
C -4.766880 -0.104800 0.407612 -0.3684 0.1218 0.0493 -0.318
C -4.138683 -0.636659 1.515585 0.7839 -0.0983 -0.0193 -0.930
C -2.744980 -0.735828 1.486719 -0.8483 0.1327 -0.1739 -0.253
N -2.046664 -0.307567 0.453851 1.4964 -0.1588 -0.2453 0.267
C -2.609274 0.213092 -0.615511 -0.8463 -0.0863 0.1726 0.081
H -5.847972 -0.033815 0.360455 0.0741 0.0580 0.0188 0.487
H -4.652050 -0.979763 2.397403 -0.3656 -0.0670 -0.0329 0.474
H -2.169660 -1.183144 2.291910 -0.1109 0.0984 0.0031 0.447
H -1.959908 0.494854 -1.443324 -0.2471 -0.0717 0.2410 0.063


52
Properties=species:S:1:pos:R:3:forces:R:3:mulliken_charge:R:1 method="wB97M-V/def2-TZVPD" e_lumo_ev="-8.158 / -8.153" homo_ev="-14.89 / -14.90" total_charge=+2 orbital_gap_ev="6.73 / 6.75"
Pt -0.598364 -0.267008 0.815044 2.1809 0.1958 0.4413 1.486
C -0.795046 0.724554 -2.800336 0.0135 0.2068 -0.2200 -0.842
O -1.135056 0.929697 -1.434697 -0.3667 0.0989 -0.2238 0.019
C -2.511145 1.246872 -1.244349 -0.2491 -0.1759 -0.0528 -0.757
C -3.356784 0.018571 -0.890822 0.1568 0.5710 -0.5955 -0.572
O -2.897959 -0.411600 0.381448 0.6356 -0.0186 0.1456 -0.399
C -3.657480 -1.361956 1.114640 -0.0490 -0.3956 0.6698 -0.510
C -3.134477 -1.269095 2.550709 -0.5068 0.0169 -0.1581 -0.572
O -1.730466 -1.498868 2.625118 -0.3141 0.1653 -0.2289 -0.360
C -1.397522 -2.870511 2.801811 0.0702 -0.2940 0.2446 -0.838
H -0.947978 1.651374 -3.360011 0.0091 -0.0661 -0.0401 0.310
H -1.390114 -0.068037 -3.257864 -0.0501 -0.0639 0.0034 0.387
H 0.258587 0.460226 -2.843796 -0.0061 0.0054 0.0144 0.152
H -2.913644 1.730033 -2.140875 -0.0289 0.0247 0.1544 0.550
H -2.548251 1.944517 -0.398706 -0.1349 -0.0250 -0.1729 0.236
H -3.240974 -0.773518 -1.641989 -0.0047 0.0148 0.1562 0.283
H -4.413188 0.305043 -0.841574 0.0999 -0.0533 0.0837 0.473
H -3.522384 -2.372465 0.705279 0.0001 0.1931 -0.0656 0.263
H -4.723743 -1.114374 1.087117 0.1217 0.0513 0.0004 0.464
H -3.665748 -1.983957 3.186774 0.0038 0.1242 -0.0187 0.483
H -3.304361 -0.253797 2.924707 0.0047 -0.1778 -0.0108 0.279
H -1.908262 -3.257367 3.688630 0.0868 -0.0143 -0.0888 0.345
H -0.323150 -2.918023 2.962956 -0.0027 -0.0303 -0.0312 0.239
H -1.676096 -3.474187 1.934063 0.0092 0.0032 -0.0029 0.342
C 2.104639 1.472957 2.561383 -0.4967 -0.2140 0.0333 -1.181
P 0.901060 1.544860 1.195138 0.3747 -1.3365 -1.1038 0.788
C 0.232860 3.237513 1.258399 -0.4301 -0.5212 0.0183 -1.361
C 1.925454 1.410959 -0.310278 -0.1560 0.0099 -0.0483 0.606
C 2.567548 2.527503 -0.833771 -0.0548 -0.0829 0.1171 -0.728
C 3.365703 2.418003 -1.960074 0.0833 -0.0353 -0.0395 -0.873
C 3.562126 1.183313 -2.554845 0.0541 0.0738 0.0134 -0.909
C 2.932090 0.062366 -2.042059 0.0226 -0.0055 0.0779 -0.659
C 2.089996 0.168801 -0.940711 -0.0656 -0.1474 -0.0193 0.208
P 1.228446 -1.315756 -0.317602 -0.1967 1.5678 0.2907 0.477
C 2.578217 -2.297676 0.409963 -0.5271 0.0462 0.3379 -1.270
C 0.717113 -2.364368 -1.722579 -0.3880 0.1980 0.4029 -1.148
H 2.812756 2.296848 2.469372 -0.0531 0.0494 -0.1170 0.436
H 2.647968 0.530601 2.546261 -0.0228 -0.0323 -0.0505 0.322
H 1.581114 1.558916 3.511343 -0.0026 0.0053 0.1095 0.444
H 1.037324 3.972722 1.261523 0.1123 -0.1545 0.0370 0.536
H -0.338964 3.352450 2.177687 -0.0341 0.0378 0.0690 0.439
H -0.420786 3.422856 0.409620 -0.0146 -0.0259 -0.0827 0.362
H 2.444737 3.493287 -0.369327 0.0130 0.1262 0.0228 0.362
H 3.846821 3.293848 -2.364920 0.0465 0.1078 -0.0358 0.452
H 4.207184 1.091808 -3.414664 0.0381 -0.0050 -0.0944 0.447
H 3.108297 -0.892165 -2.517027 -0.0316 -0.0873 -0.0458 0.341
H 3.246054 -2.589705 -0.402226 -0.0508 0.0309 -0.0493 0.449
H 2.176659 -3.190451 0.884384 0.0518 -0.1075 0.0328 0.470
H 3.139454 -1.721734 1.139482 -0.0037 0.0721 0.0643 0.361
H 1.462137 -2.355007 -2.517201 0.1001 0.0529 0.1080 0.452
H -0.237231 -2.046617 -2.133505 -0.0435 0.0694 -0.0260 0.237
H 0.614827 -3.382254 -1.347043 -0.0040 -0.0489 -0.0258 0.479